DFT (the ωB97M-V functional and the def2-TZVPD basis) results for a cluster of 2 separate species, C6H7N in total at a distorted geometry.

Bonds (Å) are listed after each position.
Atoms and positions in Å:
1 C -0.352 -0.657 -0.614  C2 1.291, C3 1.308
2 C 0.923 -0.857 -0.637  C1 1.291, C4 1.259
3 C -1.534 -0.244 -0.992  C1 1.308
4 C 2.174 -0.927 -0.507  C2 1.259, C5 1.518, H8 1.100
5 C 2.778 -0.551 0.834  C4 1.518, H9 1.083, H10 1.046, H11 1.094
6 C -4.289 -0.171 -0.100  N7 1.372, H12 1.126, H13 1.113, H14 1.126
7 N -3.110 -0.398 0.563  C6 1.372
8 H 2.751 -1.328 -1.353  C4 1.100
9 H 1.916 -0.893 1.393  C5 1.083
10 H 2.915 0.460 1.068  C5 1.046
11 H 3.767 -0.998 0.703  C5 1.094
12 H -4.920 -0.198 0.832  C6 1.126
13 H -4.588 -0.948 -0.839  C6 1.113
14 H -4.232 0.874 -0.516  C6 1.126

Computed properties:
**Relative energy (zero: lowest compared OMol25 entry of this formula, charge and spin)**: 242.8 kcal per mole
**E_LUMO (spin up / spin down)**: -0.54 / -1.26 eV

Atomic partial charges in e from the Löwdin method, atoms 1 to 2: C -0.16; C -0.09